# 1
Density functional theory data (the ωB97M-V functional and the def2-TZVPD basis) for a gas-phase ion, C10H16F7N4 (charge +1) in a non-equilibrium geometry.

```
37
Properties=species:S:1:pos:R:3:forces:R:3
C 2.342 -2.165 2.741 0.7566 0.5092 0.7179
C 1.993 -2.412 1.635 -0.4210 -0.2685 -0.8850
C 1.533 -2.613 0.271 -0.1831 0.2081 0.3011
C 0.141 -1.957 0.063 0.5569 -0.3559 -0.3933
C 0.088 -1.219 -1.279 -0.1674 -1.0173 0.5420
N -0.775 0.028 -1.353 0.5707 0.0025 -0.3137
C -0.113 1.387 -1.150 -0.3021 0.3828 0.3772
C 1.295 1.443 -0.565 1.0355 1.2528 0.7498
N 1.484 2.910 -0.345 -0.4155 -0.7513 0.0462
N 2.298 1.085 -1.540 -0.4241 -0.4823 -0.2076
N 1.452 0.660 0.646 -0.3925 -0.4030 -0.5762
C -2.123 -0.102 -0.718 -0.4229 0.2007 -0.3459
F -2.595 -1.305 -1.036 0.1779 0.1493 0.0362
F -2.872 0.814 -1.363 0.1898 -0.0471 0.0041
C -2.278 0.132 0.822 -0.7216 -0.5229 0.4628
F -2.444 -1.066 1.400 0.0915 0.0191 -0.0504
F -1.230 0.730 1.390 0.2671 0.2160 -0.1948
C -3.549 0.971 1.174 0.2916 -0.1863 0.6621
F -4.628 0.417 0.651 -0.0295 0.1135 -0.1139
F -3.402 2.224 0.766 -0.1008 0.0749 -0.0955
F -3.644 0.959 2.505 -0.0805 0.0830 -0.3430
H 2.852 -1.816 3.597 -0.1066 -0.1506 0.5636
H 2.290 -2.170 -0.371 0.0661 -0.0020 -0.3008
H 1.501 -3.675 0.061 0.0048 -0.2176 -0.2173
H -0.572 -2.768 0.036 -0.4518 -0.0147 0.1919
H -0.032 -1.328 0.916 -0.1673 0.2691 0.0453
H 1.079 -1.005 -1.644 0.0283 0.6434 -0.0868
H -0.347 -1.902 -1.997 -0.1632 -0.0180 -0.3151
H -1.041 0.054 -2.338 -0.0798 0.0037 -0.1101
H -0.078 1.897 -2.099 0.0356 -0.1511 -0.4187
H -0.775 1.982 -0.538 -0.2405 -0.0707 0.2231
H 0.726 3.253 0.236 -0.0959 0.1690 -0.0609
H 2.295 2.978 0.259 0.3040 0.1947 -0.1067
H 3.002 1.802 -1.604 0.1586 0.0514 -0.1192
H 2.707 0.181 -1.362 0.2746 0.0263 0.0059
H 2.401 0.352 0.776 0.2054 0.0815 0.1543
H 1.122 1.134 1.470 -0.0491 0.0083 0.1714
```
Positions in Å, forces in eV/Å.

Values from the calculation:
**ΔE to the lowest compared entry with this formula, charge and spin**: 0.0000 eV
**M**: 325.25 g mol⁻¹
**Energy**: -1308.40411 Ha
**Max |F|**: 1.79 eV/Å
**Total charge**: +1
**Orbital gap**: 10.098 eV


# 2
Density functional theory data (the ωB97M-V functional and the def2-TZVPD basis) for a single C10H16N2 molecule in a non-equilibrium geometry.

```
28
Properties=species:S:1:pos:R:3:forces:R:3
C -0.198 -2.398 0.647 1.4987 2.1507 -1.2174
C 1.813 -1.766 0.322 0.6544 0.5228 -0.5086
C -0.280 -1.092 0.250 1.6478 0.1059 -0.0965
C -1.023 1.297 0.400 3.0406 0.5600 2.9254
C -1.361 -0.118 0.039 -2.5752 0.2986 -0.1124
C 1.416 0.637 -0.196 0.0322 2.4261 1.5525
C -2.607 -0.490 0.885 0.6071 -0.2369 2.6383
C -1.926 -0.076 -1.414 -0.0337 0.1434 0.9233
C 1.829 1.230 -1.535 -0.3697 -0.4031 0.7950
C 2.250 1.162 0.983 -1.5833 -2.3114 -0.1016
N 1.099 -2.800 0.615 0.8043 -1.2021 0.9081
N 1.076 -0.684 0.036 -3.4862 -1.0953 -0.7531
H -0.913 -3.043 0.977 -2.0093 -1.4800 0.6066
H 2.872 -1.629 0.298 0.5787 -0.6169 -0.0297
H -1.126 2.187 -0.210 -0.3664 -0.4293 -0.3832
H -0.853 1.601 1.555 -0.4370 -1.0418 -2.7437
H -2.513 -0.501 2.017 0.7025 0.1771 -1.1815
H -3.204 -1.362 0.737 0.3073 -1.2686 -0.9705
H -3.307 0.259 0.729 -1.3667 1.7327 -0.3596
H -1.119 0.218 -2.063 -0.0986 0.7687 -0.5629
H -2.873 0.514 -1.397 1.1136 0.1027 -0.4407
H -2.215 -1.041 -1.747 -0.2047 -1.1545 -0.1054
H 2.905 1.225 -1.565 0.7734 -0.8253 -0.4828
H 1.699 2.295 -1.691 -0.8680 0.3066 0.5847
H 1.335 0.725 -2.340 0.1548 -0.3870 -0.6220
H 1.999 2.187 0.971 0.6005 1.3761 0.7544
H 3.273 0.878 0.775 0.6626 0.5550 0.0547
H 1.953 0.585 1.921 0.2205 1.2259 -1.0716
```
Positions in Å, forces in eV/Å.

Values from the calculation:
**ΔE to the lowest compared entry with this formula, charge and spin**: 3.4684 eV
**M**: 164.25 g mol⁻¹
**Energy**: -499.99232 Ha
**Max |F|**: 4.26 eV/Å
**Orbital gap (alpha / beta)**: 8.518 / 8.409 eV


# 3
Density functional theory data (the ωB97M-V functional and the def2-TZVPD basis) for 3 unconnected molecules or ions with the total composition C10H16N2O8S in a non-equilibrium geometry.

```
37
Properties=species:S:1:pos:R:3:forces:R:3
N 1.458 -2.248 -3.727 -0.5545 -0.3703 0.4222
C 0.897 -3.180 -2.767 0.3016 -0.4271 -1.1750
O 1.470 -3.071 -1.459 0.7588 0.6995 0.6479
S 1.147 -1.617 -0.739 -0.9937 0.0797 -0.2297
O 1.970 -0.574 -1.290 0.3370 -0.3958 0.2946
O 1.865 -1.871 0.779 0.1412 -0.6405 -1.0479
N 1.359 -3.120 1.249 -0.3377 0.4706 0.7577
C 2.078 -3.586 2.136 0.7520 -0.6529 -1.0923
O 2.801 -4.224 2.777 -0.3585 0.2165 0.7016
H 2.062 -2.738 -4.368 0.0490 0.2183 -0.1294
H 0.726 -1.766 -4.226 0.1603 0.1268 -0.1004
H -0.196 -3.145 -2.746 0.0765 0.3707 0.3150
H 1.160 -4.186 -3.100 -0.0504 -0.1068 0.5157
O -1.327 -0.210 0.011 0.1364 0.0923 0.1786
C -1.503 -0.238 1.196 -0.4654 -0.1723 -0.2464
O -0.518 -0.490 2.087 0.0238 0.1203 -0.0877
C -1.063 -0.562 3.415 -0.0216 -0.0160 0.2750
C -2.370 0.211 3.352 -0.1976 0.0587 0.0477
C -2.820 -0.046 1.918 0.1476 0.2744 0.4175
H -1.213 -1.614 3.670 -0.0020 0.0048 -0.0467
H -0.355 -0.127 4.117 0.1356 -0.0447 -0.1479
H -3.090 -0.100 4.106 0.0566 -0.0527 0.0006
H -2.177 1.276 3.490 0.0100 -0.0257 0.0157
H -3.404 -0.964 1.830 -0.0248 0.0289 -0.1006
H -3.370 0.793 1.501 -0.0565 -0.1606 -0.2141
O -1.605 4.762 -0.583 0.1107 0.2253 -0.0610
C -0.673 4.082 -0.900 -0.3040 -0.1900 0.0381
O 0.304 4.508 -1.739 -0.0337 0.0255 0.0504
C 1.221 3.429 -2.008 0.1527 -0.0998 -0.0065
C 1.057 2.464 -0.848 0.0356 -0.2392 0.0916
C -0.412 2.648 -0.491 0.5553 0.1584 -0.0242
H 0.951 2.978 -2.966 -0.0328 0.0092 0.0170
H 2.231 3.827 -2.081 -0.0938 0.1730 -0.0505
H 1.329 1.439 -1.096 -0.0418 0.2100 -0.0313
H 1.682 2.783 -0.011 0.0061 0.0238 -0.0394
H -1.056 1.991 -1.074 -0.0904 0.0062 0.1078
H -0.593 2.512 0.572 -0.2877 0.0016 -0.0638
```
Positions in Å, forces in eV/Å.

Values from the calculation:
**ΔE to the lowest compared entry with this formula, charge and spin**: 0.0000 eV
**M**: 324.31 g mol⁻¹
**Energy**: -1500.17244 Ha
**Max |F|**: 1.48 eV/Å
**Orbital gap**: 10.060 eV


# 4
Density functional theory data (the ωB97M-V functional and the def2-TZVPD basis) for a single C10H16NP molecule in a non-equilibrium geometry.

```
28
Properties=species:S:1:pos:R:3:forces:R:3
C -1.913 2.549 -0.056 -3.1068 -3.0735 1.3579
C -0.576 2.748 -0.214 0.9958 0.0219 -0.7498
C -2.584 1.220 0.151 -1.4729 7.0583 -1.3512
C 0.570 1.942 -0.374 -1.8678 -1.1812 0.5280
C -2.135 0.040 0.234 -0.8957 -7.3695 -0.0320
C 0.760 0.592 -0.321 0.6668 1.1896 -0.1872
C -1.600 -1.482 -1.513 0.3155 -0.0234 -1.1307
C -1.973 -2.327 0.745 2.3009 -0.4551 1.6528
C 2.352 -1.526 0.679 0.8951 1.7594 -0.3495
C 3.502 1.000 0.286 -0.7316 -1.4107 0.4533
N -2.204 -1.241 -0.202 1.4143 3.3414 1.1685
P 2.372 -0.142 -0.624 -0.6429 -0.8271 0.7953
H -2.622 3.334 0.244 0.7311 0.0233 -0.6282
H -0.329 3.734 -0.470 0.1731 1.6164 0.2158
H -3.762 1.307 0.159 2.3720 -0.4643 0.3524
H 1.441 2.548 -0.491 0.8817 0.1818 -0.1475
H -0.532 -1.210 -1.483 0.0811 -1.0682 0.4494
H -1.832 -2.534 -1.819 0.4329 1.1339 -0.0668
H -1.848 -0.699 -2.252 -1.0212 -0.5744 0.3175
H -2.603 -2.342 1.684 0.7360 0.7055 -1.1984
H -2.127 -3.289 0.277 -0.2004 -0.1078 -0.4369
H -0.813 -2.317 1.016 -2.4221 -0.0369 -0.2231
H 2.286 -1.244 1.729 -0.2926 0.4771 -0.0775
H 3.336 -1.945 0.559 0.1898 -0.9126 -0.1439
H 1.542 -2.155 0.425 -0.5661 -1.1067 -0.2864
H 4.042 1.724 -0.234 0.9220 0.8120 -1.3301
H 4.116 0.238 0.714 1.2766 -0.2837 0.0839
H 3.133 1.480 1.150 -1.1648 0.5744 0.9644
```
Positions in Å, forces in eV/Å.

Values from the calculation:
**<S²>**: 2.056
**ΔE to the lowest compared entry with this formula, charge and spin**: 2.9979 eV
**M**: 181.22 g mol⁻¹
**Energy**: -786.41661 Ha
**Max |F|**: 7.42 eV/Å
**Orbital gap (alpha / beta)**: 4.799 / 6.056 eV
**Multiplicity**: 3


# 5
Density functional theory data (the ωB97M-V functional and the def2-TZVPD basis) for a gas-phase ion, C10H16NSe (charge +1) in a non-equilibrium geometry.

```
28
Properties=species:S:1:pos:R:3:forces:R:3
C -2.049 -2.671 0.544 0.2238 -0.3663 1.1602
Se -2.556 -0.956 -0.141 -0.3123 1.3205 -0.5996
C -1.022 0.219 0.442 3.2271 -2.7742 -1.4661
C 0.549 -0.547 0.215 -4.3493 1.1880 -1.9224
C 0.684 -1.255 -1.012 -1.1669 0.4325 0.8033
C 1.905 -1.754 -1.321 2.8258 -0.3466 0.1339
C 2.956 -1.587 -0.405 0.6144 0.0199 1.6661
C 2.768 -0.968 0.852 1.6467 0.1087 -0.7412
C 1.580 -0.320 1.070 -1.0060 0.2758 0.9702
N -0.987 1.615 -0.126 -2.6786 0.1572 0.1539
C -0.059 2.467 0.542 4.0938 4.2134 1.5192
C -0.720 1.646 -1.593 0.3579 -1.6624 -0.4442
H -2.697 -3.181 1.268 -0.5647 0.7056 -0.4509
H -1.938 -3.252 -0.328 0.2327 -0.9389 -0.7563
H -1.123 -2.643 1.084 0.7909 0.3229 -0.0625
H -1.343 0.319 1.426 0.4966 0.4625 2.0461
H -0.143 -1.401 -1.709 0.0443 0.1732 0.4174
H 2.254 -2.251 -2.231 -0.9971 0.1603 0.0212
H 3.978 -1.945 -0.595 -0.6816 -0.0659 -0.2146
H 3.588 -0.856 1.603 -0.6782 -0.2254 -0.9643
H 1.372 0.361 1.887 0.4110 -0.3456 0.3506
H -1.911 2.028 0.185 0.7314 -0.5598 -1.1661
H 1.069 2.250 0.293 -2.3705 -0.0918 0.3743
H -0.154 3.620 0.191 -0.2439 -2.8191 0.5892
H -0.149 2.519 1.682 -0.1889 -0.5293 -1.6833
H -0.521 2.626 -2.001 -0.2814 0.3822 0.3888
H 0.239 1.063 -1.612 -1.0000 0.4618 -0.6472
H -1.546 1.136 -2.146 0.8230 0.3407 0.5240
```
Positions in Å, forces in eV/Å.

Values from the calculation:
**ΔE to the lowest compared entry with this formula, charge and spin**: 0.9139 eV
**M**: 229.20 g mol⁻¹
**Energy**: -2846.49308 Ha
**Max |F|**: 6.07 eV/Å
**Total charge**: +1
**Orbital gap**: 9.138 eV


# 6
Density functional theory data (the ωB97M-V functional and the def2-TZVPD basis) for 2 unconnected molecules or ions with the total composition C10H16O in a non-equilibrium geometry.

```
27
Properties=species:S:1:pos:R:3:forces:R:3
C -0.331 1.759 0.956 -1.0658 -0.8081 0.1701
C -1.287 0.690 0.313 1.0227 1.0209 0.3186
C -0.883 -0.686 0.759 -0.1402 0.6475 0.1853
C 0.243 -1.276 0.180 -0.4758 0.1224 -0.1681
C 0.630 -2.566 0.493 0.0379 0.0507 0.3858
C 0.015 -3.200 1.570 -0.5976 -0.3309 -0.8775
O 0.292 -4.512 1.898 0.1233 -0.0014 0.1771
C -1.056 -2.592 2.195 -0.0431 0.2937 0.3700
C -1.539 -1.338 1.787 0.2585 -1.9462 0.1856
H -0.375 2.727 0.461 0.1033 -0.0761 -0.1735
H 0.671 1.343 0.983 0.1886 0.3077 0.0487
H -0.717 1.888 1.963 0.4396 0.1703 0.3506
H -2.292 0.927 0.653 -0.2044 -0.1026 -0.3813
H -1.165 0.828 -0.759 -0.4528 -0.3578 -0.2155
H 0.733 -0.670 -0.573 0.1884 -0.3652 -0.2141
H 1.348 -3.121 -0.093 0.3571 0.1849 0.0157
H 0.422 -5.034 1.097 0.1172 0.2153 0.1145
H -1.550 -3.139 2.990 -0.0563 0.0118 -0.1062
H -2.511 -1.135 2.223 0.1906 0.9646 -0.1607
C 1.745 1.943 -2.101 -0.5071 1.2440 0.1537
C 0.598 2.809 -2.651 0.2922 -0.7846 -0.3847
H 2.681 2.334 -2.497 0.1784 -0.3738 -0.0200
H 1.747 2.116 -1.034 0.2987 -0.3422 0.4058
H 1.612 0.886 -2.305 0.1049 -0.0469 -0.1426
H 0.698 3.862 -2.397 -0.2003 -0.1110 0.4291
H 0.638 2.786 -3.725 -0.0840 -0.0340 -0.7129
H -0.365 2.368 -2.387 -0.0742 0.4470 0.2463
```
Positions in Å, forces in eV/Å.

Values from the calculation:
**ΔE to the lowest compared entry with this formula, charge and spin**: 1.1961 eV
**M**: 152.24 g mol⁻¹
**Energy**: -465.85384 Ha
**Max |F|**: 1.97 eV/Å
**Orbital gap**: 9.401 eV